Entry 1:
79
Properties=species:S:1:pos:R:3 method="wB97M-V/def2-TZVPD" s2=6.04 multiplicity=5 largest_force_ev_per_a=2.2 de_lowest_kj_mol=674.4 homo_ev="-6.3 / -6.3"
Fe 0.174 -0.504 -0.636
P -0.413 -1.789 -2.373
P 1.600 0.424 -2.445
O -0.277 -1.371 8.252
O 0.507 0.664 7.861
O 1.046 -0.372 9.698
N 0.423 -0.399 8.616
C -1.634 -1.169 1.118
C 2.491 4.159 0.100
C -2.052 -3.821 -5.433
C -2.208 -0.367 3.820
C 1.899 1.881 -1.386
C -0.965 -0.200 -3.043
C -2.024 -2.448 1.537
C 2.509 0.869 -4.068
C -2.109 -3.194 -0.760
C -1.143 2.422 2.898
C -1.031 -0.290 4.448
C -2.546 1.898 2.731
C -0.249 -5.250 -4.666
C -0.350 2.089 3.920
C -0.049 0.811 -3.095
C 1.241 4.034 -0.518
C 3.391 1.634 -6.637
C 2.305 0.026 -5.177
C -1.762 -1.910 -1.175
C 3.610 2.468 -5.537
C -2.408 -3.405 0.593
C -0.906 2.025 5.321
C -0.591 -3.077 -3.645
C -0.947 0.527 5.694
C 0.165 -4.266 -3.768
C 3.142 1.976 -0.734
C -3.095 0.851 3.751
C -1.859 -0.789 -0.247
C 3.176 2.088 -4.259
C -1.633 -2.829 -4.553
C -1.369 -5.040 -5.479
C 1.948 -0.373 4.018
C 2.734 0.411 -6.452
C 3.436 3.123 0.001
C 0.937 2.886 -1.248
H 1.072 -4.406 -3.182
H -1.705 -5.820 -6.162
H -4.103 0.549 3.428
H 0.511 4.844 -0.448
H -1.289 -0.444 1.852
H -1.913 2.491 5.372
H -0.158 1.740 -3.654
H -3.196 1.296 4.750
H 2.110 -0.355 5.101
H 2.550 -0.237 -7.309
H -1.841 0.358 6.328
H -0.063 0.249 6.314
H -2.564 1.374 1.757
H 0.717 1.901 3.846
H 4.402 3.212 0.501
H -2.000 -0.193 -3.379
H -2.063 -2.699 2.604
H -0.103 -0.787 4.131
H -2.952 -4.296 0.900
H 0.308 -6.188 -4.746
H 4.097 3.434 -5.671
H -2.188 0.229 -0.528
H -3.243 2.752 2.652
H -2.131 -1.861 -4.561
H 3.855 1.154 -0.807
H -0.739 2.939 2.017
H -2.722 -1.320 3.601
H 3.320 2.772 -3.421
H -2.917 -3.633 -6.073
H -0.286 2.550 6.066
H 3.722 1.936 -7.634
H -2.141 -3.996 -1.502
H 2.733 5.065 0.659
H 1.773 -0.919 -5.053
H -0.035 2.799 -1.732
H 2.328 0.444 3.396
H 1.738 -1.340 3.544



Entry 2:
84
Properties=species:S:1:pos:R:3 method="wB97M-V/def2-TZVPD" s2=0.94 multiplicity=2 largest_force_ev_per_a=3.7 de_lowest_kj_mol=430.7 homo_ev="-5.9 / -6.2"
Ru -0.531 0.462 0.013
Se 2.476 0.331 1.887
S -2.439 2.664 0.265
S -0.525 0.340 2.367
O -3.213 3.475 -0.634
O -2.921 1.318 0.511
N -0.898 2.424 -0.231
N 1.453 1.561 -1.066
N -0.635 -1.538 0.228
N -1.506 -1.828 3.623
N -0.973 -2.118 1.379
N -0.716 -0.167 -1.942
C 3.137 1.895 4.246
C -2.687 -3.914 3.058
C -1.111 3.591 2.501
C 0.387 5.499 -1.796
C -2.313 3.548 1.820
C -0.700 -2.108 -3.389
C 3.988 2.678 5.010
C 4.640 2.183 2.364
C -0.122 3.339 -0.849
C 6.110 3.957 5.386
C -0.706 -2.280 -0.899
C 5.011 1.974 0.928
C -0.848 -3.766 -0.821
C -0.710 0.099 -4.306
C 5.174 3.191 4.504
C -1.018 4.330 3.667
C -2.803 -2.502 3.612
C 2.559 1.067 -1.577
C 1.890 1.377 4.891
C -0.676 -1.298 -4.484
C 3.147 3.136 -2.626
C 5.463 2.953 3.168
C 3.432 1.817 -2.377
C 3.483 1.607 2.916
C -3.420 4.229 2.284
C -0.456 4.673 -1.056
C -0.707 -1.543 -2.088
C -2.002 5.850 5.397
C -0.741 0.602 -3.025
C -3.317 4.974 3.447
C -2.119 5.032 4.148
C 1.569 5.031 -2.319
C 1.963 3.696 -2.104
C -1.009 -1.383 2.431
C 1.131 2.844 -1.336
H 5.619 4.827 5.819
H 1.461 2.134 5.545
H 6.446 3.329 6.210
H -1.895 -4.056 -0.913
H 4.320 1.355 -2.779
H 3.724 2.877 6.039
H -0.080 4.370 4.200
H 6.985 4.291 4.836
H -0.276 -4.249 -1.609
H -0.260 3.046 2.117
H -2.969 6.242 5.697
H -2.328 -3.874 2.036
H -3.521 -1.929 3.008
H -0.710 0.760 -5.153
H 2.200 5.667 -2.920
H 5.123 0.913 0.707
H -3.661 -4.396 3.082
H 5.945 2.483 0.696
H -1.316 6.682 5.236
H -1.611 5.241 6.209
H -0.691 -3.180 -3.495
H -0.786 1.673 -2.858
H 1.148 1.091 4.151
H 2.123 0.500 5.495
H 4.228 2.363 0.279
H -0.490 -4.108 0.147
H -1.416 -1.120 4.339
H 3.809 3.756 -3.213
H -0.645 -1.714 -5.480
H -1.982 -4.489 3.650
H 6.363 3.371 2.738
H -4.340 4.173 1.724
H -1.395 5.039 -0.671
H -3.163 -2.532 4.644
H 2.781 0.034 -1.340
H 0.087 6.522 -1.973
H -4.172 5.524 3.812



Entry 3:
83
Properties=species:S:1:pos:R:3 method="wB97M-V/def2-TZVPD" total_charge=-1 largest_force_ev_per_a=4.5 de_lowest_kj_mol=0.0 homo_ev=-3.9
Br -2.813 0.027 -0.514
Ga 0.227 3.676 0.141
O 0.390 4.737 1.632
O 0.462 5.362 3.743
O 0.221 -0.594 0.467
O 2.583 1.990 0.535
O 1.849 3.573 -0.901
O 7.131 0.551 -1.283
O 7.530 1.736 -3.264
N -0.281 1.957 1.149
C -1.092 2.898 -2.099
C 6.273 2.075 -2.742
C -2.392 -6.545 0.032
C 5.382 2.967 -3.301
C -2.592 4.243 -0.722
C -1.865 -1.594 0.072
C 6.054 1.414 -1.507
C -2.156 -3.970 0.237
C -5.304 4.774 0.045
C 1.533 -3.075 1.009
C -0.470 -1.652 0.436
C 4.223 3.136 -2.534
C -3.913 -5.115 1.507
C 8.024 0.708 -2.359
C 0.283 4.429 2.961
C 0.221 3.025 3.379
C 1.779 -2.351 2.349
C -2.881 5.258 0.256
C 0.059 -3.039 0.699
C -3.136 -5.159 0.212
C 2.064 -4.526 1.078
C 3.987 2.499 -1.308
C -2.667 -2.737 -0.074
C -4.121 -4.984 -0.944
C -0.802 -4.139 0.576
C -1.271 3.812 -1.089
C -3.728 3.557 -1.359
C -5.063 3.821 -0.896
C -4.230 5.529 0.570
C -3.450 2.659 -2.414
C 2.331 -2.313 -0.015
C -2.156 2.290 -2.729
C 4.926 1.594 -0.771
C 2.747 2.706 -0.480
C -0.807 2.206 2.513
H 9.010 1.058 -1.954
H 1.853 -5.011 0.099
H 3.135 -4.468 1.221
H -0.042 3.024 4.438
H -0.403 -5.114 0.711
H 2.846 -2.375 2.653
H -1.728 -6.803 0.842
H -1.924 1.530 -3.434
H 0.594 1.449 1.199
H -0.916 1.344 0.646
H -4.327 2.241 -2.867
H -5.875 3.310 -1.445
H 5.523 3.468 -4.231
H 2.057 -1.267 0.044
H -0.170 2.534 -2.505
H -6.321 5.028 0.402
H -1.805 2.671 2.366
H -3.235 -7.262 -0.002
H -4.982 -4.322 -0.689
H 3.409 -2.443 0.195
H 8.050 -0.264 -2.871
H 3.407 3.881 -2.834
H -1.901 -6.522 -0.920
H -4.473 -4.108 1.618
H -4.490 -5.991 -1.268
H 4.765 1.111 0.205
H -3.241 -5.349 2.328
H 1.224 2.648 3.309
H 1.479 -1.275 2.248
H -2.074 5.835 0.666
H 1.191 -2.910 3.124
H 1.625 -4.980 1.954
H -0.908 1.212 2.949
H -4.716 -5.855 1.547
H -4.524 6.203 1.313
H -3.723 -2.618 -0.346
H -3.672 -4.513 -1.888
H 2.187 -2.514 -1.118